# 1
ORCA calculation (wB97M-V/def2-TZVPD) on a single C5H8O2 molecule at a distorted geometry.

```
15
Properties=species:S:1:pos:R:3:lowdin_charge:R:1
C 1.46824 -0.15418 -0.45423 -0.15
C 0.38193 -0.04258 0.62409 -0.25
C -0.75722 -1.18153 0.40736 -0.12
C -1.73937 -0.47649 -0.43675 -0.26
C -0.39864 1.16519 0.48627 -0.18
H 1.11142 -0.13786 -1.30654 0.05
H 0.75968 -0.01209 1.64367 0.14
H -0.13844 -2.13349 -0.02321 0.15
H -1.14327 -1.71482 1.39301 0.14
H -1.50422 -0.98811 -1.30975 0.11
H -2.67089 -0.62796 0.07485 0.12
H -1.00012 1.48826 1.56854 0.19
H -0.03731 2.10657 0.16796 0.11
O 2.66765 -0.05496 -0.16265 0.06
O -1.30596 0.82459 -0.58347 -0.12
```

Computed properties:
- total energy (Eh) = -345.670393
- ΔE to the lowest compared entry with this formula, charge and spin (kcal/mol) = 84.4
- HOMO-LUMO gap (eV) = 10.644
- charge = 0
- SMILES = O=C[C@@H]1CCOC1

***

# 2
ORCA calculation (wB97M-V/def2-TZVPD) on a single C4H5NO molecule at a distorted geometry.

```
11
Properties=species:S:1:pos:R:3:lowdin_charge:R:1
C -2.01927 -0.19157 0.18530 -0.26
C 1.36880 0.53704 -0.58133 -0.07
C 0.80107 0.35890 0.83736 -0.15
C -1.28845 -1.08902 -0.35977 -0.02
N 0.27589 -0.53649 -0.22137 -0.09
O -2.62480 0.72817 0.62986 0.13
H 1.26878 1.31157 -1.27349 0.07
H 2.22472 -0.05168 -0.79729 0.07
H 1.54328 -0.25561 1.31788 0.10
H 0.13027 1.16933 1.17791 0.11
H -1.68027 -1.98062 -0.91506 0.11
```

Computed properties:
- total energy (Eh) = -285.232841
- ΔE to the lowest compared entry with this formula, charge and spin (kcal/mol) = 114.0
- HOMO-LUMO gap (eV) = 8.893
- charge = 0
- SMILES = O=C=CN1CC1

***

# 3
ORCA calculation (wB97M-V/def2-TZVPD) on a 2-piece molecular cluster, CH4NO2S overall at a distorted geometry.

```
9
Properties=species:S:1:pos:R:3:lowdin_charge:R:1
C 1.46329 0.67115 -0.96989 -0.29
N -0.98151 -0.72704 1.01256 -0.14
O -0.13741 2.24144 0.41435 -0.42
O 1.41785 0.85803 1.65794 -0.45
S 0.60314 0.98110 0.44373 0.58
H 1.94578 -0.24139 -1.08124 -0.04
H 0.67116 0.56263 -1.63038 -0.05
H -1.28470 0.10897 1.49887 -0.11
H -0.34964 -1.25984 1.60611 -0.08
```

Computed properties:
- total energy (Eh) = -643.846964
- ΔE to the lowest compared entry with this formula, charge and spin (kcal/mol) = 116.7
- HOMO-LUMO gap (alpha / beta) (eV) = 7.902 / 7.902
- charge = -1

***

# 4
ORCA calculation (wB97M-V/def2-TZVPD) on C31H45AsCuF3Ge2 as an isolated structure.

```
83
Properties=species:S:1:pos:R:3:lowdin_charge:R:1
Cu 0.61301 1.13504 0.60269 0.06
C -2.84245 3.38241 -0.18367 -0.17
C -2.98798 2.39126 0.96183 -0.36
Ge -2.07079 0.68154 0.75799 0.94
C -2.73952 -0.43397 2.19539 -0.35
C -2.50695 -1.93239 2.06034 -0.15
C -2.57915 -0.12965 -0.91897 -0.24
C -1.72880 -0.67667 -1.78551 -0.33
Ge 0.16475 -0.57532 -1.37610 1.06
C 1.18562 0.74010 -2.38511 -0.36
C 1.52157 0.33225 -3.82992 -0.13
C 1.20144 -2.14516 -0.91222 -0.33
C 1.51073 -3.12882 -2.05000 -0.14
C -2.11593 -1.34723 -3.06509 -0.23
C -3.45401 -1.44038 -3.45846 -0.03
C -3.80452 -2.05841 -4.64530 -0.06
C -2.82770 -2.59994 -5.47346 -0.07
C -1.49642 -2.51483 -5.10440 -0.06
C -1.15454 -1.89068 -3.91108 -0.07
H -3.48815 4.25201 -0.04983 0.08
H -3.09213 2.93239 -1.14738 0.07
H -1.82354 3.74827 -0.24771 0.00
H -4.02909 2.07036 1.07042 0.07
H -2.70091 2.83334 1.91791 0.06
H -3.81092 -0.20385 2.15180 0.07
H -2.37004 -0.03748 3.14294 0.07
H -2.85605 -2.30812 1.09441 0.07
H -3.04109 -2.48227 2.83724 0.08
H -1.45411 -2.17117 2.15076 0.03
H -3.65232 -0.16565 -1.12504 0.07
H 2.10233 0.91041 -1.81390 0.06
H 0.61083 1.66456 -2.38108 0.02
H 2.06885 -0.60853 -3.88507 0.06
H 2.15632 1.09861 -4.27823 0.08
H 0.62876 0.24221 -4.44527 0.07
H 0.66932 -2.63453 -0.10233 0.03
H 2.11318 -1.73595 -0.47756 0.07
H 0.61369 -3.60506 -2.44223 0.07
H 2.15561 -3.92144 -1.66661 0.08
H 2.04189 -2.66414 -2.88199 0.06
H -4.23483 -1.02815 -2.83263 0.10
H -4.84724 -2.12065 -4.92798 0.11
H -3.10636 -3.08296 -6.40088 0.11
H -0.72440 -2.93085 -5.73896 0.11
H -0.10480 -1.84202 -3.65411 0.06
C 0.76378 5.81328 -1.69891 -0.14
C 0.45558 4.32087 -1.79311 -0.41
As 0.96660 3.36948 -0.17984 1.19
C 2.90407 3.63754 -0.21783 -0.40
C 3.65127 2.66476 0.68874 -0.16
C 0.38400 4.51828 1.29024 -0.39
C 0.31988 3.73637 2.60254 -0.16
H 0.46214 6.30823 -2.62231 0.08
H 1.82806 6.00034 -1.55852 0.07
H 0.22570 6.29154 -0.88158 0.07
H 1.01541 3.85552 -2.60482 0.06
H -0.59689 4.13890 -1.98671 0.06
H 3.10131 4.67067 0.06651 0.07
H 3.21143 3.52730 -1.25861 0.07
H 3.42738 2.84033 1.74176 0.07
H 4.72873 2.77137 0.56114 0.08
H 3.39665 1.62442 0.47175 0.05
H -0.59254 4.92455 1.02903 0.06
H 1.07595 5.35676 1.35883 0.08
H -0.40189 2.91688 2.54303 0.04
H 0.01071 4.38104 3.42579 0.08
H 1.28682 3.30693 2.87058 0.06
F 1.48441 -7.21834 4.91400 0.15
C 1.90451 -6.08247 5.48051 -0.60
F 1.26316 -5.95624 6.65255 0.15
F 3.20890 -6.22886 5.76387 0.15
C 1.67721 -4.88406 4.59767 -0.11
C 1.10175 -5.01293 3.34461 0.01
C 0.90396 -3.88481 2.56282 -0.02
C 1.28341 -2.62621 3.03031 -0.24
C 1.87016 -2.51353 4.29234 -0.01
C 2.06018 -3.63694 5.07230 0.00
C 1.08032 -1.44744 2.23008 -0.12
C 0.89556 -0.42849 1.58830 -0.13
H 0.80628 -5.98695 2.98108 0.12
H 0.44288 -3.98100 1.58849 0.11
H 2.16935 -1.53890 4.65513 0.12
H 2.51067 -3.54666 6.05260 0.13
```

Computed properties:
- multiplicity = 2
- total energy (Eh) = -9537.585664
- ΔE to the lowest compared entry with this formula, charge and spin (kcal/mol) = 26.3
- HOMO-LUMO gap (alpha / beta) (eV) = 5.950 / 6.701
- charge = +1

***

# 5
ORCA calculation (wB97M-V/def2-TZVPD) on a single C6H10O molecule.

```
17
Properties=species:S:1:pos:R:3:lowdin_charge:R:1
C 2.24085 0.19795 0.51040 -0.10
O 1.08230 -0.44523 0.99513 -0.13
C 0.34610 -1.00299 -0.04631 -0.31
C -1.13818 -1.02219 -0.02809 -0.15
C -1.71426 0.24243 0.60482 -0.12
C -0.92364 1.10412 -0.41355 -0.13
C -0.37301 -0.17032 -1.05631 -0.16
H 2.88703 0.40420 1.36691 0.09
H 1.99128 1.14330 0.00742 0.08
H 2.78683 -0.43514 -0.20506 0.09
H 0.79772 -1.90888 -0.46241 0.15
H -1.69051 -1.94542 -0.17855 0.13
H -2.79327 0.31783 0.44629 0.11
H -1.49244 0.39671 1.66465 0.11
H -1.57842 1.66030 -1.08897 0.11
H -0.18300 1.79303 0.00704 0.10
H -0.24538 -0.32971 -2.12341 0.13
```

Computed properties:
- total energy (Eh) = -309.775783
- ΔE to the lowest compared entry with this formula, charge and spin (kcal/mol) = 41.8
- HOMO-LUMO gap (eV) = 10.475
- charge = 0
- SMILES = CO[C@@H]1[C@@H]2CC[C@@H]21

***

# 6
ORCA calculation (wB97M-V/def2-TZVPD) on C5H8O3Sm as an isolated structure at a distorted geometry.

```
17
Properties=species:S:1:pos:R:3:lowdin_charge:R:1
O -1.46479 2.28944 -2.47793 -0.94
C -3.59412 0.74254 -0.41688 0.17
C -2.62274 0.03540 -0.17702 -0.23
O -1.30405 -0.14474 -0.20614 -0.26
C -0.66009 -0.48436 1.05531 -0.12
C 0.74907 -0.89775 0.72030 -0.19
O 1.31196 0.10742 -0.12172 -0.44
C 2.73006 0.01247 -0.27288 -0.09
Sm 0.02941 1.07483 -1.78630 1.18
H -4.63600 1.01864 -0.44109 0.05
H -1.20877 -1.30937 1.52321 0.14
H -0.68398 0.40372 1.69905 0.15
H 0.77511 -1.86356 0.19497 0.14
H 1.32832 -0.97444 1.65118 0.14
H 3.03894 0.78431 -0.98546 0.08
H 3.21151 0.18631 0.69783 0.10
H 3.00017 -0.98086 -0.65642 0.10
```

Computed properties:
- multiplicity = 7
- total energy (Eh) = -1078.736396
- ΔE to the lowest compared entry with this formula, charge and spin (kcal/mol) = 105.3
- HOMO-LUMO gap (alpha / beta) (eV) = 5.154 / 6.414
- charge = 0

***

# 7
ORCA calculation (wB97M-V/def2-TZVPD) on C38H80Br6N7O9Rb as an isolated structure at a distorted geometry.

```
141
Properties=species:S:1:pos:R:3:lowdin_charge:R:1
Rb -5.33271 -0.96349 -0.28815 1.40
C -2.99041 -0.72920 0.05531 -0.24
C -2.03214 0.43802 -0.39286 -0.12
N -0.50191 0.30317 -0.04414 -0.07
C 0.20867 1.57316 -0.64249 -0.27
C -0.26994 0.31009 1.47077 -0.11
C -0.89191 1.60959 2.29649 -0.12
C 0.09236 -0.98323 -0.79007 -0.14
C 1.50366 -1.32311 -0.71463 -0.28
O 2.18007 -0.50483 -1.64070 -0.32
C 3.54362 -0.70392 -1.64180 -0.23
H -4.03036 -0.52612 -0.20037 -0.31
H -2.72517 -0.80880 1.10955 -0.08
H -2.72905 -1.64062 -0.48238 0.06
H -2.30439 1.41219 0.01330 0.06
H -2.18949 0.46944 -1.47099 0.03
H 1.26328 1.40804 -0.42195 0.08
H 0.06079 2.53126 -0.14424 0.10
H 0.09091 1.69531 -1.71921 -0.13
H 0.80972 0.39364 1.59504 0.05
H -0.63981 -0.61334 1.91638 0.08
H -0.79199 1.56473 3.38097 -0.05
H -1.93411 1.67388 1.98378 0.07
H -0.46308 2.49816 1.83318 0.03
H -0.19081 -0.69608 -1.80271 -0.01
H -0.48104 -1.80514 -0.36138 0.10
H 1.68000 -2.37585 -0.93543 0.06
H 1.90202 -1.35781 0.29937 0.15
H 4.07029 -1.01888 -0.74095 0.06
H 4.01890 0.14854 -2.12710 0.07
H 3.66321 -1.57522 -2.28571 -0.03
C -3.54531 -3.31623 -2.90174 -0.12
C -3.85849 -3.51190 -1.47568 -0.76
O -3.94022 -2.56186 -0.66588 -0.45
O -3.87260 -4.62586 -0.96260 0.04
H -2.64601 -2.70367 -2.96603 -0.03
H -4.45570 -2.86370 -3.29479 0.09
H -3.21273 -4.21471 -3.42157 0.00
C -1.27404 -3.27323 2.72845 -0.11
C -2.33575 -3.36832 1.62664 -0.74
O -3.45504 -3.61466 1.99119 0.03
O -2.25405 -3.06500 0.43273 -0.21
H -0.42539 -3.87876 2.41028 -0.14
H -1.73069 -3.67476 3.63307 0.06
H -0.89996 -2.25166 2.79595 0.05
C 0.30031 5.57968 4.27127 -0.34
O 1.45071 5.99255 4.34729 -0.01
N -0.22605 4.82173 3.26172 -0.09
C -1.67540 4.46581 3.19847 -0.07
C 0.60226 4.49622 2.07236 -0.04
H -0.43361 5.73677 5.07681 0.13
H -1.88391 3.56744 2.61749 -0.05
H -2.15908 5.10646 2.46109 0.10
H -2.18699 4.37414 4.15658 0.09
H 0.46992 3.48010 1.70076 0.04
H 0.55052 5.16789 1.21546 0.06
H 1.61821 4.49606 2.46728 0.10
C -2.14806 3.33662 0.23447 -0.26
O -1.85791 3.48319 1.39956 -0.14
N -1.41804 3.68471 -0.85647 -0.12
C -1.73622 3.26732 -2.18744 -0.12
C -0.16971 4.40917 -0.61157 -0.03
H -3.08797 2.89350 -0.12945 0.16
H -0.88424 2.79444 -2.67590 -0.05
H -1.95788 4.07885 -2.88054 0.11
H -2.35820 2.37229 -2.17459 0.05
H 0.02724 5.05133 -1.47001 0.12
H -0.18759 4.99645 0.30652 0.06
H 0.70089 3.75331 -0.61026 0.04
C 1.88414 1.97115 -2.25349 -0.19
O 0.95516 2.55281 -1.70268 -0.29
N 3.03956 2.59990 -2.71028 -0.11
C 4.13685 1.87501 -3.37690 -0.01
C 3.13072 4.08196 -2.62580 0.00
H 1.85088 0.87767 -2.37758 0.12
H 4.12175 2.41604 -4.32302 0.10
H 4.00273 0.79372 -3.40753 0.08
H 5.02371 2.14724 -2.80464 0.09
H 3.99548 4.21551 -1.97583 0.06
H 3.32441 4.59831 -3.56599 0.10
H 2.24503 4.49403 -2.14220 0.09
C 2.30895 2.41997 0.41147 -0.23
O 1.43650 1.93097 1.18318 -0.19
N 3.60001 1.96158 0.39945 -0.12
C 4.64603 2.81825 -0.10369 -0.04
C 4.02536 0.84762 1.19540 0.00
H 2.03106 3.32903 -0.14404 0.14
H 5.00744 3.34613 0.77882 0.11
H 4.31730 3.49235 -0.89465 0.03
H 5.50089 2.34698 -0.58871 0.10
H 4.88640 1.09427 1.81658 0.11
H 3.19375 0.37009 1.71354 0.09
H 4.45927 0.16856 0.46144 0.07
C -3.93597 -2.94300 4.74918 -0.08
C -4.62985 -1.56931 4.70343 -0.24
C -4.98759 -1.01302 3.36463 -0.17
C -3.84412 -0.56224 2.63482 -0.09
N -2.82253 -0.24388 2.12274 0.15
H -4.65468 -3.55173 4.20055 0.08
H -3.84400 -3.37054 5.74761 0.08
H -3.00819 -2.99180 4.17914 0.01
H -3.97421 -0.84217 5.18250 0.08
H -5.45949 -1.67406 5.40259 0.11
H -5.66602 -0.17813 3.54009 0.13
H -5.47187 -1.78107 2.76158 0.12
C 4.01405 -5.94894 -2.86094 -0.07
C 3.14514 -4.82547 -3.48148 -0.22
C 3.78401 -3.41271 -3.52609 -0.20
C 3.97893 -2.85370 -2.23089 -0.23
N 4.18375 -2.40639 -1.18474 0.18
H 4.15425 -5.84455 -1.78505 0.07
H 4.94882 -6.09696 -3.40168 0.07
H 3.44157 -6.87229 -2.94922 0.07
H 2.10687 -4.61653 -3.22372 0.04
H 2.95667 -5.03463 -4.53450 0.11
H 3.06285 -2.72739 -3.97146 0.00
H 4.65776 -3.23667 -4.15351 0.14
Br 1.04578 -2.09369 -3.36524 1.04
C -0.55826 -1.48638 -4.47914 -0.62
C -0.47596 -0.02617 -4.72684 -0.49
Br -0.71795 0.94753 -3.00982 1.23
H -1.46575 -1.63597 -3.89418 -0.01
H -0.62166 -2.12492 -5.36024 0.04
H -1.10225 0.39932 -5.51095 0.07
H 0.51266 0.18220 -5.13588 0.06
Br -0.34147 -1.61151 5.91732 0.64
C -1.34381 -0.15564 5.02688 -0.63
C -0.58045 1.10683 5.20996 -0.59
Br 1.18539 1.00748 4.25506 0.75
H -2.21139 -0.10982 5.68514 0.04
H -1.65977 -0.50802 4.04500 0.03
H -0.33256 1.23354 6.26381 0.06
H -0.98966 2.03427 4.80933 0.05
Br 0.35050 -4.45628 0.79750 0.88
C -0.50407 -3.78717 -0.93474 -0.52
C -0.46152 -4.82374 -2.11584 -0.45
Br -1.07591 -3.89015 -3.75206 0.87
H 0.09248 -2.90497 -1.16699 -0.06
H -1.53068 -3.46546 -0.75958 0.01
H -1.06727 -5.71879 -1.97427 0.07
H 0.56235 -5.14919 -2.29986 0.01
```

Computed properties:
- total energy (Eh) = -18022.586550
- HOMO-LUMO gap (eV) = 5.358
- charge = 0

***

# 8
ORCA calculation (wB97M-V/def2-TZVPD) on C6H7O6V as an isolated structure at a distorted geometry.

```
20
Properties=species:S:1:pos:R:3:lowdin_charge:R:1
O -2.75312 1.24119 -1.74077 -0.12
C -2.05445 1.52054 -0.72419 -0.75
O -0.95702 2.25595 -1.07441 -0.21
O -1.83067 0.82874 0.29347 0.03
V -1.75665 2.50333 -2.88753 0.80
C 0.10989 1.79408 0.11406 -0.06
C 1.05874 0.72708 -0.41326 -0.15
C 2.15076 0.41844 0.56310 -0.06
C 2.56489 -0.79566 0.91585 -0.11
O 2.02720 -1.94732 0.34735 0.06
C 1.16377 -2.72765 1.01515 -0.62
O 0.90496 -3.83408 0.62687 0.15
O 0.62405 -2.21484 2.10987 0.16
H -0.08578 1.70151 1.18741 0.13
H 0.60261 2.77525 0.12442 0.12
H 1.51387 1.08674 -1.35030 0.13
H 0.49633 -0.18114 -0.66473 0.13
H 2.69233 1.25456 1.01296 0.13
H 3.39531 -0.97864 1.60014 0.14
H 0.85583 -1.28292 2.24777 0.11
```

Computed properties:
- multiplicity = 5
- total energy (Eh) = -1628.129840
- HOMO-LUMO gap (alpha / beta) (eV) = 6.896 / 9.916
- charge = 0

***

Number 1: M 100.1 g mol⁻¹. Number 2: M 83.1 g mol⁻¹. Number 3: M 94.1 g mol⁻¹. Number 4: M 758.4 g mol⁻¹. Number 5: M 98.1 g mol⁻¹. Number 6: M 266.5 g mol⁻¹. Number 7: M 1344.0 g mol⁻¹. Number 8: M 226.1 g mol⁻¹.